[1]
Here is a structure of composition C6H14OSiTb in a non-equilibrium geometry from the OMol25 dataset. Energies are from ωB97M-V/def2-TZVPD.

net charge: +3
Kohn-Sham gap (alpha / beta): 8.5418 / 7.4490 eV
⟨S²⟩: 13.026
multiplicity: 7
E_LUMO (alpha / beta): -12.2 / -12.5 eV
E_tot: -1424.86262 Ha
M: 289.19 g mol⁻¹

Positions of all 23 atoms, in Å:
C (3.2661, -0.4711, 0.6080)
C (2.2452, 0.4536, 0.9205)
Si (1.2999, 1.3954, -0.5078)
C (-0.3803, 2.0280, 0.1231)
C (-1.6152, 1.0387, 0.1175)
C (-1.3886, -0.4336, 0.6103)
C (-1.3573, -1.4344, -0.6132)
O (-0.4119, -2.5212, -0.4040)
H (3.0502, -1.5424, 0.7398)
H (4.2315, -0.1192, 0.1953)
H (2.0207, 0.5878, 1.9981)
H (1.0914, 0.4063, -1.5816)
H (2.2098, 2.4820, -0.8912)
H (-0.6594, 2.8446, -0.5769)
H (-0.2785, 2.5257, 1.1062)
H (-2.3538, 1.4937, 0.7997)
H (-2.0841, 1.0330, -0.8866)
H (-2.2981, -0.7170, 1.1779)
H (-0.5442, -0.5754, 1.3011)
H (-2.4118, -1.8425, -0.8104)
H (-0.9597, -0.8623, -1.5263)
H (-0.6410, -2.8851, 0.4675)
Tb (-2.0313, -2.8848, -2.3670)

Mulliken atomic charge list, values in e, 4 entries: -0.298, -0.187, 0.386, -0.765

***

[2]
Here is a structure of composition C21H34F4GeHfN3O2 in a non-equilibrium geometry from the OMol25 dataset. Energies are from ωB97M-V/def2-TZVPD.

net charge: +1
Kohn-Sham gap: 6.0848 eV
E_LUMO: -2.8 eV
E_tot: -3659.43752 Ha
M: 687.61 g mol⁻¹

Positions of all 66 atoms, in Å:
Hf (-0.0350, -0.1000, -0.6481)
C (1.3921, 1.8477, -3.0165)
C (0.4571, 0.7774, -3.5009)
N (0.4679, -0.4614, -2.7830)
C (1.6783, -1.2612, -3.2360)
C (2.9127, -0.9538, -2.4572)
C (-0.6910, -1.3634, -3.2263)
C (-0.9477, -2.4988, -2.1874)
N (-0.5725, -2.1305, -0.8137)
C (-1.0045, -2.8516, 0.2840)
C (-1.2572, -2.0826, 1.4259)
F (-0.6308, -0.7873, 1.3772)
C (-1.8562, -2.5588, 2.5354)
F (-2.0048, -1.7317, 3.5829)
C (-2.1794, -3.8948, 2.6433)
C (-1.7027, -4.6865, 1.5919)
F (-1.9964, -6.0016, 1.5871)
C (-1.1185, -4.2098, 0.4494)
F (-0.6310, -5.1225, -0.4412)
H (1.3510, 2.7864, -3.6129)
H (2.4382, 1.5059, -3.0371)
H (1.1343, 2.1899, -2.0143)
H (0.6746, 0.5309, -4.5424)
H (-0.5911, 1.2065, -3.5182)
H (1.7697, -1.1061, -4.3465)
H (1.4498, -2.3405, -3.0279)
H (3.1341, -1.7093, -1.6902)
H (2.9276, 0.1026, -2.0703)
H (3.7173, -0.9642, -3.1745)
H (-0.3642, -1.8326, -4.1798)
H (-1.6502, -0.7814, -3.3384)
H (-0.4333, -3.4053, -2.5047)
H (-2.0410, -2.7594, -2.1260)
H (-2.7537, -4.2245, 3.5022)
O (4.0850, 0.3972, 0.5046)
C (2.9484, 0.7489, 0.7483)
O (1.8092, 0.3536, 0.0954)
C (2.6810, 1.7690, 1.8143)
N (3.9798, 2.1079, 2.4031)
C (4.1225, 1.4340, 3.7079)
C (2.8403, 0.5884, 3.8857)
C (1.7934, 1.3661, 3.0345)
H (2.1339, 2.6166, 1.4571)
H (4.2425, 3.0413, 2.3875)
H (4.6447, 1.6213, 1.7671)
H (4.1871, 2.2258, 4.4545)
H (5.0903, 0.9134, 3.6847)
H (2.6136, 0.5057, 4.9425)
H (3.0713, -0.3951, 3.4569)
H (1.4381, 2.2505, 3.5964)
H (0.8931, 0.7396, 2.7701)
C (-4.3793, 1.0772, -1.2280)
Ge (-3.1621, 1.8295, 0.1663)
C (-3.5323, 3.7739, 0.1647)
C (-3.6251, 0.9331, 1.9209)
C (-1.4901, 1.3336, -0.7231)
H (-4.4093, 1.7511, -2.1003)
H (-5.4060, 0.9836, -0.7804)
H (-4.0462, 0.0704, -1.4443)
H (-4.2838, 3.9515, 0.9495)
H (-4.0784, 4.1099, -0.7090)
H (-2.5561, 4.2730, 0.3359)
H (-4.6577, 0.5673, 1.8893)
H (-3.4899, 1.6485, 2.7636)
H (-2.9030, 0.1194, 2.0833)
H (-1.5989, 2.1659, -1.4849)

Mulliken atomic charge list, values in e, 4 entries: 0.702, -1.129, -0.626, 0.028

***

[3]
Here is a cluster of 11 separate species, C14H50O11 in total in a non-equilibrium geometry from the OMol25 dataset. Energies are from ωB97M-V/def2-TZVPD.

Kohn-Sham gap: 9.8210 eV
E_LUMO: 0.3 eV
E_tot: -1390.76691 Ha
M: 394.54 g mol⁻¹
SMILES string: CCO.CCO.CCO.CO.CO.CO.CO.CO.CO.CO.CO

Positions of all 75 atoms, in Å:
C (-4.3809, -1.4599, 0.6783)
C (-3.9789, -2.3929, -0.4897)
O (-4.2649, -3.6839, 0.0043)
H (-4.1109, -0.4749, 0.2973)
H (-3.8309, -1.6659, 1.5053)
H (-5.4289, -1.4679, 0.9073)
H (-2.9809, -2.3709, -0.8717)
H (-4.5459, -2.1109, -1.2927)
H (-5.1849, -3.9539, -0.3367)
C (2.9061, 0.2921, -2.1627)
C (4.2911, 0.8171, -1.8787)
O (4.8871, 1.3451, -3.0067)
H (2.4841, -0.2429, -1.3337)
H (2.8171, -0.3909, -3.0237)
H (2.3121, 1.1781, -2.2317)
H (4.8831, 0.0251, -1.4597)
H (4.3361, 1.5621, -1.0977)
H (5.8811, 1.4371, -2.8017)
C (1.2281, -1.1159, 6.3013)
C (1.7701, -0.5999, 5.0473)
O (1.3401, -1.4479, 3.9673)
H (1.5491, -2.0719, 6.7123)
H (0.1291, -1.0619, 6.4033)
H (1.6621, -0.5219, 7.1123)
H (2.8381, -0.4519, 5.1993)
H (1.4941, 0.4521, 4.8543)
H (0.5811, -1.0619, 3.5553)
C (-1.4289, 0.2731, 3.1573)
O (-0.8429, -0.8679, 2.5883)
H (-2.2369, -0.0109, 3.8133)
H (-1.8809, 0.9061, 2.3923)
H (-0.6849, 0.7311, 3.7033)
H (-1.5709, -1.4729, 2.4973)
C (-0.7259, 0.9551, -0.5067)
O (-0.2709, -0.3139, -0.0237)
H (-1.8069, 1.1661, -0.4147)
H (-0.3969, 1.0921, -1.5567)
H (-0.2529, 1.7371, 0.1033)
H (-0.6489, -0.5009, 0.8793)
C (1.5541, 3.7901, -1.0667)
O (2.7231, 3.7011, -0.3137)
H (0.7161, 4.0321, -0.4727)
H (1.3701, 2.8351, -1.5597)
H (1.6421, 4.6311, -1.7457)
H (2.6151, 3.0611, 0.3483)
C (-4.1119, 0.0001, -3.0267)
O (-2.8539, 0.2961, -2.5157)
H (-4.3429, 0.7071, -3.7737)
H (-4.9359, 0.0231, -2.2937)
H (-4.1179, -1.0119, -3.5587)
H (-2.4629, 0.9231, -3.1217)
C (-0.8699, -1.7569, -3.3927)
O (0.1871, -1.2539, -2.5407)
H (-0.4349, -2.6069, -3.9217)
H (-1.2989, -0.9839, -4.0457)
H (-1.6479, -2.1729, -2.7057)
H (-0.1939, -0.7449, -1.8297)
C (2.2531, 1.4581, 2.2523)
O (2.8701, 1.4381, 1.0003)
H (1.3611, 0.8131, 2.2673)
H (2.0401, 2.4391, 2.6363)
H (2.9391, 1.0701, 2.9493)
H (3.3711, 0.6591, 0.9703)
C (-0.1769, 2.5691, -3.9787)
O (-1.1909, 1.5951, -4.2067)
H (-0.5049, 3.1751, -3.1027)
H (0.1001, 3.2821, -4.7317)
H (0.7741, 2.1181, -3.7577)
H (-0.8139, 0.9411, -4.8177)
C (1.5241, -2.6779, 0.9623)
O (0.8491, -3.7629, 1.6333)
H (1.1011, -2.6379, -0.0217)
H (2.5221, -3.0369, 0.9033)
H (1.5321, -1.7519, 1.5953)
H (-0.0199, -3.4139, 1.7963)

Mulliken atomic charge list, values in e, 4 entries: -0.968, -0.039, -0.570, 0.199

***

[4]
Here is a structure of composition C43H44N10O5PSSbSe4Ti in a non-equilibrium geometry from the OMol25 dataset. Energies are from ωB97M-V/def2-TZVPD.

net charge: -1
Kohn-Sham gap (alpha / beta): 5.3773 / 5.4025 eV
⟨S²⟩: 0.765
multiplicity: 2
E_LUMO (alpha / beta): 0.3 / 0.4 eV
E_tot: -14023.95486 Ha
M: 1329.40 g mol⁻¹

Positions of all 110 atoms, in Å:
Ti (0.8912, 0.9043, -1.7237)
C (-2.2364, -1.6273, -4.1283)
C (-1.0398, -1.0588, -3.7631)
N (-1.0030, -0.3610, -2.6638)
C (-2.0180, -0.3879, -1.8626)
C (-3.2011, -0.9772, -2.2786)
N (-3.3748, -1.5144, -3.4391)
C (-1.9725, 0.4248, -0.6212)
C (-2.8542, 0.3601, 0.4843)
C (-2.7301, 1.2674, 1.5080)
C (-1.6896, 2.1096, 1.5344)
C (-0.8374, 2.1153, 0.4912)
N (-0.9642, 1.2848, -0.5410)
C (0.4213, 2.9608, 0.3946)
C (0.6253, 4.1006, 1.1913)
N (1.7036, 4.8088, 1.1510)
C (2.6677, 4.3683, 0.3397)
C (2.5014, 3.3047, -0.5444)
N (1.3527, 2.6006, -0.5025)
C (-3.6803, 1.2654, 2.6171)
C (-4.9226, 1.9365, 2.5151)
C (-5.6633, 2.0078, 3.7008)
N (-5.3007, 1.4728, 4.8820)
C (-4.1176, 0.8488, 4.9431)
C (-3.2933, 0.7051, 3.8333)
H (-2.2913, -2.1614, -5.0735)
H (-0.0955, -1.1679, -4.2163)
H (-4.0723, -0.9029, -1.6160)
H (-3.6051, -0.4462, 0.3961)
H (-1.5754, 2.7518, 2.4174)
H (-0.1887, 4.4732, 1.8035)
H (3.6788, 4.9279, 0.3874)
H (3.2365, 2.9664, -1.2257)
H (-5.2206, 2.6023, 1.6869)
H (-6.5761, 2.6023, 3.7670)
H (-3.8559, 0.4315, 5.9088)
H (-2.3642, 0.2560, 4.0128)
O (-1.0095, 3.9918, -4.9050)
S (-0.6885, 3.5463, -3.5865)
O (-0.3528, 4.6104, -2.6171)
N (0.4197, 2.3238, -3.4955)
C (1.6661, 2.7048, -4.0487)
C (2.0023, 3.8541, -4.7056)
C (3.2387, 4.0344, -5.3189)
C (4.1938, 3.0722, -5.4008)
C (3.9738, 1.8305, -4.7393)
C (4.8380, 0.6785, -4.7965)
C (4.5641, -0.4078, -4.0255)
C (3.3754, -0.3990, -3.2876)
N (2.5012, 0.6060, -3.2417)
C (2.7211, 1.7237, -3.9706)
C (-2.3509, 2.9042, -3.0636)
C (-3.0504, 2.0278, -3.9006)
C (-4.3856, 1.6834, -3.6068)
C (-4.9861, 2.2752, -2.5051)
C (-4.3345, 3.2981, -1.7782)
C (-2.9943, 3.6551, -2.0984)
H (1.3302, 4.6923, -4.8071)
H (3.3993, 4.9908, -5.8262)
H (5.1517, 3.2822, -5.9114)
H (5.7382, 0.6411, -5.4412)
H (5.1905, -1.2598, -3.9682)
H (3.1063, -1.3129, -2.7772)
H (-2.5194, 1.6140, -4.8205)
H (-4.9802, 0.9361, -4.1393)
H (-5.9988, 1.9746, -2.2986)
H (-4.8231, 3.8527, -0.9841)
H (-2.4745, 4.4220, -1.5413)
Se (4.8713, -3.6034, -6.0023)
Sb (3.3083, -5.0362, -5.0192)
Se (2.0383, -0.5418, -0.2618)
Se (1.0507, -4.3468, -5.1139)
Se (4.0493, -6.7030, -3.5731)
C (1.4718, -2.1524, 5.7087)
C (0.6103, -3.2144, 5.0918)
O (-0.8356, -2.9595, 5.2822)
P (-1.6028, -2.4850, 3.8719)
O (-1.5000, -3.8541, 3.0250)
C (-1.2038, -3.8838, 1.6142)
C (0.1859, -4.3912, 1.3435)
O (-3.1387, -2.4726, 4.3828)
C (-3.5947, -3.4497, 5.2981)
C (-5.0361, -3.9124, 4.9793)
H (2.5334, -2.4589, 5.6055)
H (1.3089, -2.0063, 6.7409)
H (1.3831, -1.1491, 5.2774)
H (0.8094, -4.2004, 5.5006)
H (0.8232, -3.2931, 4.0004)
H (-1.2453, -2.9052, 1.2244)
H (-2.0560, -4.4059, 1.1218)
H (0.8186, -3.8973, 2.0481)
H (0.5191, -4.1777, 0.3017)
H (0.2784, -5.4617, 1.4613)
H (-3.5684, -3.0625, 6.2998)
H (-2.9341, -4.3434, 5.2191)
H (-5.7888, -3.1149, 5.0540)
H (-5.2779, -4.7670, 5.6383)
H (-5.0587, -4.3531, 3.9656)
C (6.6967, -0.9525, 0.2453)
C (5.9310, -1.2576, 1.4782)
N (6.3592, -2.1539, 2.3930)
C (5.4383, -2.0977, 3.4151)
C (4.4848, -1.1281, 3.1490)
N (4.8232, -0.5867, 1.9407)
H (6.9119, 0.0913, 0.1036)
H (6.3314, -1.3981, -0.7098)
H (7.6995, -1.3914, 0.4189)
H (5.5021, -2.7447, 4.2485)
H (3.6479, -0.7728, 3.7430)
H (4.1587, -0.1050, 1.3298)

Mulliken atomic charge list, values in e, 4 entries: -0.559, -0.835, -0.633, 0.775

***

[5]
Here is an isolated molecule of C3H2ClF in a non-equilibrium geometry from the OMol25 dataset. Energies are from ωB97M-V/def2-TZVPD.

Kohn-Sham gap: 8.4974 eV
E_LUMO: -1.0 eV
E_tot: -675.30109 Ha
M: 92.50 g mol⁻¹

Positions of all 7 atoms, in Å:
C (-1.0177, 0.6999, -1.0919)
C (0.6757, -1.2525, 0.4952)
C (-0.3983, -0.1921, 0.0401)
F (0.0135, 0.8241, -1.9298)
Cl (1.8324, -0.3993, 1.3679)
H (-0.0092, 0.8212, 0.3420)
H (-1.0965, -0.5013, 0.7766)

Mulliken atomic charge list, values in e, 4 entries: -0.082, -0.099, -0.376, -0.102

***

[6]
Here is a cluster of 12 separate species, C24H72N6O12 in total in a non-equilibrium geometry from the OMol25 dataset. Energies are from ωB97M-V/def2-TZVPD.

Kohn-Sham gap: 9.6688 eV
E_LUMO: 0.3 eV
E_tot: -2189.13556 Ha
M: 636.87 g mol⁻¹
SMILES string: NC(N)=O.NC(N)=O.NC(N)=O.CC(C)O.CC(C)O.CC(C)O.CC(C)O.CC(C)O.CC(C)O.CC(C)O.O.O

Positions of all 114 atoms, in Å:
N (1.8775, 0.1861, -4.0836)
C (2.9350, 0.9960, -3.9841)
N (3.8695, 0.6825, -4.8789)
O (3.0199, 1.9719, -3.2443)
H (1.1008, 0.1715, -3.4225)
H (1.9166, -0.5724, -4.6659)
H (4.7827, 1.0669, -4.7008)
H (3.8239, -0.2126, -5.3176)
N (-3.9837, 2.7208, 0.4477)
C (-3.3085, 3.8103, 0.0057)
N (-2.6166, 3.6621, -1.2019)
O (-3.1887, 4.7312, 0.8649)
H (-4.4661, 2.9267, 1.3119)
H (-4.2851, 1.9636, -0.1234)
H (-1.8565, 4.3020, -1.4147)
H (-2.7723, 2.8018, -1.7101)
N (0.9087, 1.8898, -1.2525)
C (0.0738, 0.8180, -1.1675)
N (-0.1811, 0.4313, 0.1001)
O (-0.4887, 0.3566, -2.2190)
H (1.2073, 2.0898, -0.3193)
H (1.6043, 1.9690, -2.0030)
H (0.2568, 1.0230, 0.8420)
H (-0.9067, -0.2427, 0.3228)
C (-1.5516, -0.5382, 4.7520)
C (-0.6108, 0.2710, 3.9466)
C (0.4951, -0.5854, 3.4341)
O (-1.2770, 1.0088, 2.8995)
H (-2.4984, 0.0572, 4.9529)
H (-1.0284, -0.7804, 5.6275)
H (-1.8264, -1.5346, 4.3661)
H (-0.3774, 1.1100, 4.6175)
H (0.1192, -1.3884, 2.7276)
H (1.0525, -1.0421, 4.2283)
H (1.2325, -0.0505, 2.8924)
H (-1.8309, 0.3160, 2.4385)
C (-2.3410, 1.8275, -5.0120)
C (-3.4744, 1.1876, -4.1821)
C (-3.9813, -0.1144, -4.7951)
O (-3.0932, 1.0260, -2.7985)
H (-2.1954, 1.1390, -5.8466)
H (-1.4093, 1.9716, -4.5019)
H (-2.7123, 2.7636, -5.3846)
H (-4.3852, 1.7926, -4.1219)
H (-4.3425, 0.0004, -5.8164)
H (-4.8229, -0.4172, -4.1230)
H (-3.2447, -0.9695, -4.7501)
H (-2.1279, 0.7674, -2.7473)
C (-0.3381, -3.3895, -1.0952)
C (-1.1088, -3.2394, -2.4393)
C (-2.5909, -2.9290, -2.2166)
O (-0.3591, -2.3127, -3.2104)
H (-0.8094, -4.0829, -0.3979)
H (-0.1084, -2.4523, -0.6405)
H (0.6537, -3.8115, -1.2938)
H (-1.0549, -4.2215, -2.8866)
H (-3.2043, -3.0947, -3.1007)
H (-2.7094, -1.8556, -1.8363)
H (-3.1122, -3.5431, -1.4464)
H (-0.5131, -1.3927, -2.8653)
C (2.2318, 3.7317, 2.7560)
C (0.8214, 3.8073, 2.4132)
C (0.2990, 5.2672, 2.5180)
O (0.6223, 3.2491, 1.0644)
H (2.4316, 4.0309, 3.7806)
H (2.7637, 4.4880, 2.1803)
H (2.6885, 2.7584, 2.6382)
H (0.2110, 3.2235, 3.1198)
H (0.4737, 5.5860, 3.5819)
H (-0.7825, 5.2589, 2.2466)
H (0.7386, 5.9387, 1.7700)
H (-0.3622, 3.1269, 0.9276)
C (3.5943, -1.8072, -0.9964)
C (2.9842, -1.7811, 0.3535)
C (3.2032, -2.9822, 1.2279)
O (3.3332, -0.5437, 1.0384)
H (3.3645, -0.9719, -1.6229)
H (3.2002, -2.6719, -1.5410)
H (4.7093, -1.9137, -0.8175)
H (1.8686, -1.7237, 0.1863)
H (4.2492, -3.2015, 1.3588)
H (2.7731, -3.9009, 0.7541)
H (2.8076, -2.8624, 2.2331)
H (3.5995, 0.0628, 0.2982)
C (5.0932, 2.2368, 1.4960)
C (4.6203, 2.5452, 0.1004)
C (5.3577, 3.5401, -0.7545)
O (4.5329, 1.3036, -0.6435)
H (6.1598, 2.0062, 1.5105)
H (4.5601, 1.3553, 1.9407)
H (4.9146, 3.1970, 2.0857)
H (3.5763, 3.0195, 0.2325)
H (5.4648, 4.5223, -0.3625)
H (4.7728, 3.5915, -1.7038)
H (6.3636, 3.1701, -0.9688)
H (4.2104, 1.4713, -1.5300)
C (-1.4071, -5.2383, 4.4944)
C (-1.9519, -5.3410, 2.9716)
C (-3.1958, -6.1646, 3.0197)
O (-2.2497, -3.9815, 2.4664)
H (-2.0273, -4.5486, 4.9806)
H (-0.4469, -4.7595, 4.5074)
H (-1.3692, -6.2229, 5.0280)
H (-1.2039, -5.6177, 2.2816)
H (-3.0219, -7.1926, 3.3447)
H (-3.7426, -6.2150, 2.0603)
H (-4.0012, -5.8177, 3.6960)
H (-3.0353, -3.6304, 2.8655)
O (-4.5090, -0.1660, -0.8778)
H (-5.0942, -0.8632, -1.2931)
H (-4.0225, 0.1962, -1.6509)
O (-2.3700, -1.0331, 0.8187)
H (-3.1808, -0.6511, 0.3680)
H (-2.4573, -1.9175, 0.4870)

Mulliken atomic charge list, values in e, 4 entries: -0.168, 0.710, -0.512, -0.785